1.
16
Properties=species:S:1:pos:R:3:forces:R:3 method="wB97M-V/def2-TZVPD" e_homo_ev=-8.731 charge=0 orbital_gap_ev=9.7 molar_mass_g_mol=125.09 e_above_lowest_ev=1.3949 energy_ha=-687.0930
H -0.555 1.278 0.459 1.41 2.26 0.30
H 2.086 4.698 0.802 0.35 -0.21 -0.46
H 1.127 -2.736 0.297 0.39 1.00 -0.39
P 0.777 3.138 -0.429 -0.66 0.60 -0.58
C 0.129 -2.441 0.632 -0.52 -2.10 -0.47
H 0.500 4.815 1.189 0.48 -0.15 -0.98
N -0.505 -1.250 0.093 0.37 0.38 1.15
H -0.024 -1.833 -1.799 -0.08 0.30 -0.16
C -0.502 -1.087 -1.143 0.03 -0.43 -0.98
H 0.213 -2.442 1.740 -0.69 -0.07 -0.83
H 0.562 1.936 1.479 1.40 -0.52 1.84
N 1.162 4.607 0.405 -1.72 -0.85 1.13
N -0.014 2.180 0.741 -2.43 -1.18 -1.71
H -0.424 -3.344 0.167 0.28 1.13 1.50
F -0.652 3.569 -1.153 1.17 -0.05 0.51
H -1.032 -0.248 -1.604 0.22 -0.10 0.14


2.
15
Properties=species:S:1:pos:R:3:forces:R:3 method="wB97M-V/def2-TZVPD" e_homo_ev=-8.771 charge=0 orbital_gap_ev=7.9 molar_mass_g_mol=244.26 e_above_lowest_ev=1.1576 energy_ha=-1247.6634
H -1.966 -1.797 -1.047 -0.42 0.18 -0.01
H 0.505 -1.382 -1.922 -0.83 0.40 0.76
I -3.431 0.929 0.401 1.42 0.51 -1.04
H -0.406 0.901 1.467 0.07 0.64 -0.17
H 0.925 1.610 0.421 -0.12 -0.22 0.71
Si -1.269 -3.023 -0.557 2.29 1.08 -0.44
C 0.073 0.898 0.485 1.78 -0.47 -0.39
Si 0.949 -0.936 0.559 -2.97 1.04 -2.24
H 2.265 -0.901 1.043 1.55 0.22 0.38
H -1.204 2.972 -1.196 0.32 0.32 -0.09
C 0.567 -1.975 -0.981 -0.64 -0.25 -0.91
H 0.126 -1.569 1.552 -0.44 -0.42 0.98
Si -0.998 1.568 -0.892 -2.11 -2.13 2.58
H -0.905 0.600 -1.941 -0.12 -0.04 -1.13
H 1.392 -2.559 -1.392 0.23 -0.86 1.02


3.
12
Properties=species:S:1:pos:R:3:forces:R:3 method="wB97M-V/def2-TZVPD" e_homo_ev=-10.388 charge=0 orbital_gap_ev=11.3 molar_mass_g_mol=47.10 e_above_lowest_ev=0.8937 energy_ha=-136.3092
C 0.500 -1.899 0.424 3.81 -3.45 -2.81
H -2.111 3.504 -0.169 -0.09 0.22 -0.79
H 0.115 -2.297 -0.573 0.10 1.24 1.11
H 2.301 -1.154 -0.590 0.93 -1.00 -1.02
N -2.161 2.572 -0.565 3.27 -2.06 0.44
H 1.409 0.069 0.069 0.28 -0.74 0.65
H -1.144 2.197 -0.453 -2.09 0.65 0.89
H -0.247 -1.640 1.078 -1.60 0.79 1.48
H 1.031 -2.853 0.740 -1.20 0.67 0.36
C 1.739 -0.992 0.282 -1.67 2.60 1.03
H 2.399 -0.972 1.186 -0.65 -0.11 -0.80
H -2.063 2.487 -1.567 -1.08 1.18 -0.54


4.
13
Properties=species:S:1:pos:R:3:forces:R:3 method="wB97M-V/def2-TZVPD" e_homo_ev=-13.735 charge=+1 orbital_gap_ev=10.1 molar_mass_g_mol=61.11 e_above_lowest_ev=0.9900 energy_ha=-190.8379
C -0.328 1.389 1.463 0.01 0.53 0.61
H -0.892 0.966 -1.644 -0.62 -0.57 0.16
H -2.061 0.628 0.513 -0.31 0.82 0.11
H 0.346 -0.786 -0.698 -0.40 -0.40 -0.18
C -1.048 1.005 0.434 -0.36 -1.93 -0.65
N 0.879 -1.769 -0.623 0.44 -0.23 1.25
H 1.705 -1.788 -1.218 -0.24 -0.27 -0.41
H 0.749 1.472 1.461 0.16 0.26 -0.34
H 0.253 -2.562 -0.749 -0.05 0.09 -0.77
N -0.440 0.558 -0.824 0.94 1.61 0.50
H -0.794 1.697 2.391 -0.12 -0.33 -0.04
H 0.393 1.143 -0.826 0.59 -0.14 -0.22
H 1.237 -1.954 0.321 -0.03 0.54 -0.01


5.
13
Properties=species:S:1:pos:R:3:forces:R:3 method="wB97M-V/def2-TZVPD" e_homo_ev=-14.884 charge=+1 orbital_gap_ev=9.8 molar_mass_g_mol=61.11 e_above_lowest_ev=1.7699 energy_ha=-190.8092
H 1.564 -0.665 1.620 1.30 -0.53 -0.26
H -0.831 -0.321 0.378 1.63 -1.13 -1.04
N 0.616 -0.721 1.892 -1.89 1.69 3.22
H 0.274 1.803 -1.337 -0.12 -0.78 1.50
H 0.440 -1.558 2.496 0.60 0.95 -0.80
C 0.092 1.328 -0.299 0.10 1.71 -3.59
H -0.284 -0.060 -2.579 -0.53 -1.04 1.08
H 0.543 0.127 2.594 0.01 -2.21 -1.63
H 1.014 1.470 0.241 -0.01 -0.49 0.50
H -0.843 -1.679 -1.499 -0.62 1.01 -0.94
H -0.747 1.907 0.082 0.10 -0.18 0.54
C -0.605 -0.598 -1.633 1.75 -0.84 -0.27
N -0.337 -0.051 -0.521 -2.32 1.82 1.69


6.
14
Properties=species:S:1:pos:R:3:forces:R:3 method="wB97M-V/def2-TZVPD" e_homo_ev=-2.979 charge=-1 orbital_gap_ev=7.6 molar_mass_g_mol=77.11 e_above_lowest_ev=0.5883 energy_ha=-266.3230
H -0.588 -1.004 -0.039 0.18 -0.21 0.54
C -0.562 -0.024 1.745 1.68 -0.40 -1.62
H 1.121 1.118 -2.545 0.20 0.08 0.41
H 2.310 -0.150 -2.135 0.81 0.06 -0.21
O 0.771 -0.046 -0.780 0.49 0.18 -1.63
H -1.544 1.487 0.806 -0.28 -0.12 0.29
H -1.081 -1.960 1.283 0.30 -1.24 0.33
N -0.582 1.252 1.025 -0.07 0.29 0.21
H -0.162 1.063 0.078 0.37 -0.19 0.79
H 0.564 -0.280 1.947 -1.85 0.70 0.09
H 0.760 -0.541 -2.826 -0.02 -0.19 0.06
N -1.108 -1.073 0.856 -0.81 1.47 -0.05
C 1.259 0.112 -2.072 -1.15 -0.33 0.64
H -1.158 0.046 2.657 0.17 -0.09 0.16


7.
14
Properties=species:S:1:pos:R:3:forces:R:3 method="wB97M-V/def2-TZVPD" e_homo_ev=-13.763 charge=+1 orbital_gap_ev=10.4 molar_mass_g_mol=77.11 e_above_lowest_ev=2.1547 energy_ha=-266.0725
H 0.853 1.752 -1.366 -0.46 0.10 0.04
H -2.073 -0.286 0.890 0.57 0.84 -0.84
H -1.586 1.241 -1.115 0.06 0.27 0.32
N -0.003 -0.413 1.376 0.02 0.97 0.20
H 0.713 -2.756 -1.426 -0.19 -0.15 0.33
C -1.123 0.223 0.625 -0.92 -1.72 0.09
N 0.419 1.690 -0.452 1.32 -0.35 -0.18
C -0.815 1.069 -0.357 -1.29 -0.15 0.06
H 0.605 -0.825 0.637 0.67 0.84 0.35
O 0.910 -1.887 -1.055 0.29 0.22 -0.51
H 1.419 -1.489 -1.782 -0.10 0.09 0.45
H 0.579 2.548 0.058 -0.27 -0.17 0.15
H 0.294 0.355 2.005 1.19 -0.92 -0.57
H -0.192 -1.222 1.962 -0.89 0.12 0.12


8.
14
Properties=species:S:1:pos:R:3:forces:R:3 method="wB97M-V/def2-TZVPD" e_homo_ev=-14.166 charge=+1 orbital_gap_ev=10.5 molar_mass_g_mol=77.11 e_above_lowest_ev=1.8482 energy_ha=-266.0838
H -1.285 1.042 -0.223 0.25 0.26 -0.15
H 0.842 0.116 1.415 -0.25 -0.58 -0.12
N 1.829 0.652 -0.355 0.30 -0.33 0.95
H -2.809 -1.733 -0.649 -0.14 -0.03 -0.11
N -0.548 0.348 -0.211 -1.01 -0.69 0.10
C 0.565 0.702 0.542 0.20 0.82 0.45
H -1.691 -0.898 1.042 -0.03 -0.33 0.39
C -1.208 -0.953 0.073 0.86 0.74 -0.55
H 1.985 1.499 -0.883 -0.07 0.30 -0.29
H -0.412 -1.709 0.031 -0.19 -0.16 0.26
O -2.139 -1.109 -0.944 -0.04 -0.13 -0.02
H 0.493 1.717 0.927 0.16 0.16 -0.26
H 1.729 -0.129 -0.987 -0.18 -0.28 -0.54
H 2.650 0.457 0.221 0.14 0.23 -0.10


9.
14
Properties=species:S:1:pos:R:3:forces:R:3 method="wB97M-V/def2-TZVPD" e_homo_ev=-15.649 charge=+1 orbital_gap_ev=12.2 molar_mass_g_mol=77.11 e_above_lowest_ev=2.1824 energy_ha=-266.0715
H 2.314 -2.459 1.578 0.37 0.04 0.32
H 1.297 -0.451 1.747 -0.57 -0.20 0.33
H -1.487 0.286 0.542 -0.07 0.68 -0.42
N 0.922 -1.033 0.996 1.32 0.16 -0.72
H -0.885 -0.785 -1.481 0.08 -0.50 -0.08
C 1.603 -2.101 0.857 -0.65 -0.10 -0.66
H -2.228 0.950 -0.939 0.01 0.11 -0.24
H -0.057 0.544 -1.917 0.96 -0.23 -0.11
O -0.690 2.123 -0.082 -0.78 -1.30 -0.82
H 0.377 -0.390 -0.287 -0.38 0.04 -0.63
H -1.230 2.842 -0.462 0.36 -0.45 0.22
C -1.295 0.858 -0.395 -0.16 0.67 2.06
H 1.474 -2.725 -0.045 -0.19 0.23 0.52
N -0.337 -0.015 -1.117 -0.31 0.84 0.23


10.
14
Properties=species:S:1:pos:R:3:forces:R:3 method="wB97M-V/def2-TZVPD" e_homo_ev=-14.070 charge=+1 orbital_gap_ev=10.9 molar_mass_g_mol=77.11 e_above_lowest_ev=2.9346 energy_ha=-266.0438
H 0.772 1.166 1.243 -0.04 0.56 0.28
H 1.563 0.191 -0.554 2.74 0.88 -0.01
C 0.487 -1.541 -0.031 1.26 1.69 -2.52
H -1.604 1.834 -0.434 -2.09 -0.61 -0.76
N 0.610 0.052 -0.581 -2.85 -1.88 2.79
H 1.291 -2.091 -0.726 -1.94 0.88 1.76
H -0.769 -2.736 -0.663 -0.82 -0.03 -0.11
N -0.799 2.033 0.056 3.20 1.92 1.78
O -0.838 -1.879 -0.221 1.53 -0.63 0.10
C -0.081 0.949 0.623 -3.03 -1.67 -0.76
H -0.893 0.267 1.199 2.47 0.71 -1.44
H -0.836 2.927 0.597 0.21 -1.37 -0.88
H 0.804 -1.434 1.026 -0.19 -0.18 -0.66
H 0.294 0.261 -1.535 -0.44 -0.28 0.43


11.
17
Properties=species:S:1:pos:R:3:forces:R:3 method="wB97M-V/def2-TZVPD" e_homo_ev=-7.222 charge=0 orbital_gap_ev=7.7 molar_mass_g_mol=170.03 e_above_lowest_ev=2.6992 energy_ha=-1290.3343
H 2.291 -2.138 -0.823 -0.66 -2.17 -0.74
H 1.860 0.440 1.944 -0.05 -0.38 -0.61
H 3.219 -1.560 0.995 -0.38 0.24 -1.13
O 0.119 -0.711 -0.581 0.72 0.51 2.21
H -0.051 0.792 2.923 -1.09 0.56 -0.17
C 1.003 -0.467 0.252 2.81 -0.41 -1.01
P -1.096 1.763 -2.495 0.34 -0.06 -0.35
H -2.759 -1.527 -1.041 0.45 1.21 -1.50
H -2.455 -1.138 -2.761 0.39 0.96 2.29
P 2.779 -1.021 -0.315 0.20 1.96 2.19
P -1.837 0.575 -1.012 0.18 -0.06 -0.44
H -0.155 2.475 -1.654 -0.85 -0.15 0.10
H -0.375 1.889 1.555 0.25 1.16 -0.54
H -0.969 0.308 1.512 -2.34 -1.55 -0.64
N -2.400 -0.818 -1.737 -1.32 -1.54 -0.61
N 1.021 0.254 1.410 -0.87 -0.30 -2.30
C -0.195 0.885 1.830 2.20 0.03 3.25


12.
15
Properties=species:S:1:pos:R:3:forces:R:3 method="wB97M-V/def2-TZVPD" e_homo_ev=-8.052 charge=0 orbital_gap_ev=8.5 molar_mass_g_mol=124.15 e_above_lowest_ev=2.3574 energy_ha=-930.5426
P 0.232 0.045 -0.532 0.01 0.34 -0.21
H 2.416 -0.101 0.688 1.34 0.68 -0.28
H 1.874 0.188 -2.335 -1.68 0.37 -0.70
H 1.309 -1.150 1.327 -1.10 0.37 0.89
H 0.180 1.160 -2.619 -0.04 -0.06 -1.16
H 1.905 -1.750 0.000 0.36 1.23 -0.71
H -3.497 0.013 1.624 2.65 -1.07 -1.05
S -0.202 1.827 0.593 -1.01 -0.80 -0.09
H -1.489 1.310 0.939 1.76 0.74 -0.18
C 1.016 0.867 -2.030 3.02 -0.12 2.59
N -1.952 -1.283 1.218 -0.23 -1.48 -0.94
H -2.705 -1.973 1.006 0.11 0.00 0.50
N -2.358 -0.174 1.442 -3.35 2.00 1.88
H 1.643 1.757 -1.714 -1.10 -0.57 -0.28
C 1.628 -0.736 0.391 -0.72 -1.63 -0.26


13.
15
Properties=species:S:1:pos:R:3:forces:R:3 method="wB97M-V/def2-TZVPD" e_homo_ev=-8.322 charge=0 orbital_gap_ev=9.0 molar_mass_g_mol=124.15 e_above_lowest_ev=2.2809 energy_ha=-930.5455
H 2.081 1.373 -1.465 1.11 -0.67 0.63
C -1.555 0.804 1.077 -1.28 1.55 -0.54
H -1.039 -1.122 -2.055 -0.62 -0.16 1.66
H -1.220 1.123 2.039 0.62 0.62 0.44
N 2.290 1.293 -0.423 -0.32 0.59 -0.01
H -2.361 1.560 0.676 1.95 -1.25 0.37
C -1.425 -1.029 -0.975 -0.74 1.48 -1.61
H -2.451 -0.494 -1.032 1.52 -1.13 0.03
H -1.496 -2.015 -0.482 -0.11 0.57 -0.28
N 3.192 0.614 0.062 -0.25 0.67 0.84
P -0.280 0.203 -0.095 -0.77 0.06 -1.57
S 0.670 -1.392 0.804 -2.75 -2.12 0.12
H 1.804 -0.976 1.091 2.99 1.60 0.78
H -2.089 -0.068 1.280 -1.27 -1.53 0.53
H 3.880 0.126 -0.502 -0.09 -0.28 -1.39


14.
14
Properties=species:S:1:pos:R:3:forces:R:3 method="wB97M-V/def2-TZVPD" e_homo_ev=-2.503 charge=-1 orbital_gap_ev=6.8 molar_mass_g_mol=93.17 e_above_lowest_ev=0.4047 energy_ha=-589.3177
N -1.528 -0.930 -0.462 0.05 -0.15 -0.15
N -0.453 -1.789 1.535 -0.17 0.00 0.44
C 1.432 2.201 -1.388 0.15 -0.34 -0.11
H -2.385 -0.516 -0.817 0.04 0.06 0.09
H -0.748 -0.275 -0.655 -0.21 -0.23 -0.01
S 1.243 0.792 -0.239 0.11 0.22 0.14
H -1.696 -0.143 1.509 0.10 0.02 0.03
C -1.601 -1.103 0.986 -0.21 0.14 -0.10
H 2.243 2.864 -1.079 -0.06 0.08 0.03
H 0.399 -1.347 1.207 0.04 -0.05 -0.07
H 0.517 2.788 -1.500 -0.01 0.03 0.08
H -0.465 -2.762 1.264 0.19 0.04 -0.29
H 1.694 1.806 -2.373 0.00 0.16 -0.11
H -2.494 -1.691 1.223 0.00 0.01 0.03


15.
14
Properties=species:S:1:pos:R:3:forces:R:3 method="wB97M-V/def2-TZVPD" e_homo_ev="4.496 / -0.229" charge=-2 multiplicity=2 orbital_gap_ev="2.1 / 6.7" molar_mass_g_mol=93.17 e_above_lowest_ev=0.0000 energy_ha=-589.1585
S 0.449 -2.079 -0.338 0.14 -0.54 -0.08
C 0.299 1.519 0.782 0.10 0.29 0.26
N -0.913 0.721 0.815 0.12 -0.22 -0.38
H 2.042 1.794 -0.264 -0.05 0.15 0.17
H 1.185 -3.209 -0.279 -0.07 0.08 0.02
N 1.179 1.267 -0.355 -0.23 -0.34 -0.47
H -2.567 0.159 -0.332 -0.11 0.14 -0.05
H -1.737 1.674 -0.838 -0.08 -0.04 -0.07
H -1.048 0.084 -1.230 0.03 0.10 -0.09
H 0.802 1.351 1.745 -0.02 -0.03 -0.03
H -0.665 -0.232 1.079 0.06 0.19 -0.04
H 0.010 2.576 0.726 0.05 0.02 0.04
C -1.601 0.652 -0.478 0.09 0.00 0.41
H 1.401 0.275 -0.461 -0.04 0.21 0.31


16.
14
Properties=species:S:1:pos:R:3:forces:R:3 method="wB97M-V/def2-TZVPD" e_homo_ev="-8.797 / -8.774" charge=0 multiplicity=2 orbital_gap_ev="9.7 / 6.7" molar_mass_g_mol=93.17 e_above_lowest_ev=0.0499 energy_ha=-589.2295
H 1.471 2.439 1.141 -0.52 0.52 -0.21
S -0.640 -1.490 -1.745 -0.15 -0.42 0.52
H -0.913 2.611 0.707 0.14 -0.08 -0.06
H 1.313 0.247 -0.760 -0.10 -0.12 0.13
H -1.455 -3.576 -1.041 -0.05 -0.07 0.08
N 1.374 1.229 -0.544 0.61 -0.42 -0.06
N -0.521 1.727 1.012 -0.08 1.30 0.32
C -0.973 -2.773 -0.480 0.20 0.54 -1.04
H -1.673 -2.396 0.254 0.02 -0.03 0.23
H -1.094 0.996 0.647 -0.03 -0.58 -0.31
H 1.228 0.801 1.446 0.09 -0.10 -0.28
H -0.040 -3.147 -0.073 -0.03 0.01 0.24
H 1.026 1.738 -1.325 -0.36 0.61 -0.30
C 0.897 1.594 0.762 0.27 -1.15 0.74


17.
15
Properties=species:S:1:pos:R:3:forces:R:3 method="wB97M-V/def2-TZVPD" e_homo_ev=-11.901 charge=+1 orbital_gap_ev=2.9 molar_mass_g_mol=125.24 e_above_lowest_ev=7.1692 energy_ha=-986.9979
H -0.803 -0.669 -2.787 -0.12 0.00 0.15
H -0.725 1.866 -0.259 -0.24 0.19 0.01
H 0.424 1.533 -1.406 -0.11 -0.10 1.36
H -0.118 0.404 -0.261 -0.60 -1.36 -0.81
N 0.174 1.396 -0.373 1.05 1.64 0.36
N 2.115 0.919 2.721 -2.26 0.36 -2.22
H 0.294 0.206 1.849 0.44 0.31 0.12
S -1.549 -0.455 -1.681 0.57 0.23 0.08
H 1.828 0.219 3.409 0.37 -0.05 0.25
H -2.645 -2.868 -1.650 -0.08 -0.02 0.01
C 1.149 0.910 1.796 0.98 -0.32 1.42
H 1.911 2.508 0.365 -0.41 -0.91 0.33
H -0.976 -3.635 -1.110 -0.04 -0.05 -0.01
C 1.154 1.744 0.648 0.40 0.22 -1.08
S -2.232 -4.078 -1.263 0.06 -0.14 0.04